a | Entry from OMol25: a 2-piece molecular cluster, CH6N2S overall (ωB97M-V with the def2-TZVPD basis set).

Summary:
HOMO-LUMO gap ... 9.44 eV
HOMO energy ... -8.47 eV
SMILES string ... [H]/N=C/N.S

Atoms and positions in Å:
S: -1.86307 4.38785 3.91735
H: -2.28154 3.14478 3.57610
N: 1.66094 -1.84994 -2.43528
C: 0.81533 -1.19878 -1.57763
N: -0.37387 -1.57563 -1.42352
H: 1.17544 -2.59534 -2.91859
H: 2.65830 -1.75638 -2.50861
H: 1.42753 -0.46863 -1.04773
H: -0.81841 -1.95972 -0.61395
H: -2.40064 3.87180 5.03186

Atomic partial charges in e from the natural (NBO) method, atoms 1 to 6: S -0.290; H 0.147; N -0.809; C 0.361; N -0.859; H 0.394

***

b | Entry from OMol25: CH6N2S as an isolated structure (ωB97M-V with the def2-TZVPD basis set).

Summary:
HOMO-LUMO gap ... 8.12 eV
HOMO energy ... -7.68 eV

Atoms and positions in Å:
S: -0.05756 -0.02862 1.91887
H: 1.15376 0.15766 2.45712
N: 0.91859 -0.44683 -0.80491
C: 0.14932 -0.15791 -1.77862
N: -1.02328 0.47381 -1.57425
H: 0.52334 -0.19696 0.37988
H: 1.80581 -0.91779 -0.95735
H: 0.45310 -0.29362 -2.81332
H: -1.74951 0.32824 -2.25254
H: -1.28791 0.64094 -0.60909

Atomic partial charges in e from the natural (NBO) method, atoms 1 to 6: S -0.703; H 0.132; N -0.710; C 0.350; N -0.780; H 0.304

***

c | Entry from OMol25: one molecule with the formula CH6N2S (ωB97M-V with the def2-TZVPD basis set).

Summary:
HOMO-LUMO gap ... 9.25 eV
HOMO energy ... -8.79 eV
SMILES string ... CNSN

Atoms and positions in Å:
C: -1.53288 -0.17543 0.24057
N: 2.21767 0.59795 -0.12829
N: -0.40703 -0.82682 -0.42838
S: 1.08229 -1.27500 0.06761
H: -2.31649 -0.84590 0.09948
H: -1.26140 -0.31649 1.23900
H: -1.62223 0.92849 -0.00827
H: 3.18719 0.32232 -0.07663
H: 2.01102 1.12119 0.71773
H: -0.27562 -0.75594 -1.41452

Atomic partial charges in e from the natural (NBO) method, atoms 1 to 6: C -0.418; N -0.963; N -0.770; S 0.465; H 0.209; H 0.207

***

d | Entry from OMol25: a 2-piece molecular cluster, CH6N2S overall (ωB97M-V with the def2-TZVPD basis set).

Summary:
HOMO-LUMO gap ... 9.26 eV
HOMO energy ... -8.87 eV
SMILES string ... [H]/N=C/N.S

Atoms and positions in Å:
S: 0.90078 -3.16068 3.79469
H: 1.29606 -4.29675 4.59606
N: -1.56542 0.87941 -1.60244
C: -0.37504 1.64401 -1.78284
N: 0.23986 2.61299 -1.25636
H: -1.92762 0.58401 -0.68040
H: -1.78466 0.18457 -2.29586
H: -0.02980 1.29893 -2.78530
H: 1.25090 2.45103 -1.40692
H: 1.99494 -2.19753 3.41937

Atomic partial charges in e from the natural (NBO) method, atoms 1 to 6: S -0.379; H 0.184; N -0.833; C 0.328; N -0.734; H 0.393

***

Energetically preferred structure: b | next structure: +0.0380 hartree